Entry 1:
46
Properties=species:S:1:pos:R:3 method="wB97M-V/def2-TZVPD" molar_mass_g_mol=503.011 charge=0 homo_energy_ev="-7.0612 / -5.7023"
Hg -2.981 0.116 0.638
N 1.022 1.291 -1.648
N 0.995 -0.798 0.212
C -1.179 1.283 6.249
C 1.175 2.418 -2.340
C -1.093 -0.185 4.291
C 2.120 -3.255 -0.467
C 0.188 1.058 6.488
C -1.717 -0.822 3.211
C 3.276 1.664 -3.243
C 2.336 -2.127 -1.261
C 0.917 0.215 5.635
C 2.292 2.655 -3.162
C -2.367 -1.230 2.201
C 0.293 -0.408 4.560
C -1.815 0.676 5.174
C -1.082 1.319 0.587
C 0.776 -1.872 0.968
C -2.792 -2.571 1.731
C 3.109 0.490 -2.505
C -3.396 1.931 -0.363
C 1.749 -0.897 -0.887
C 1.956 0.336 -1.700
C 1.325 -3.131 0.677
H 2.929 -2.153 -2.172
H -4.461 1.889 -0.639
H 2.565 -4.211 -0.742
H 1.115 -3.962 1.345
H -2.795 2.021 -1.274
H -1.231 2.279 1.104
H -3.225 2.789 0.296
H -1.967 -3.114 1.245
H 0.682 1.534 7.336
H 4.161 1.798 -3.866
H -1.750 1.935 6.911
H 1.981 0.037 5.810
H -0.736 1.467 -0.444
H 3.840 -0.315 -2.508
H 0.846 -1.080 3.896
H -0.295 0.736 1.084
H -2.877 0.840 4.978
H -3.604 -2.483 0.997
H 0.129 -1.726 1.839
H -3.152 -3.191 2.565
H 0.385 3.167 -2.248
H 2.358 3.595 -3.707

---

Entry 2:
53
Properties=species:S:1:pos:R:3 method="wB97M-V/def2-TZVPD" molar_mass_g_mol=735.928 charge=0 homo_energy_ev=-7.3699 e_above_lowest_kcal_mol=0.0
I -4.363 -1.650 -0.600
I -2.546 -2.464 -3.571
Sr -0.799 0.275 0.079
S -0.540 -2.816 -0.401
O 0.619 -0.271 2.028
O -1.874 0.637 -1.973
N 1.287 -2.848 1.657
N 0.751 1.475 -1.283
N 1.127 -4.712 0.582
N -0.541 2.504 1.189
C 0.626 2.164 -2.353
C -2.739 1.613 -3.934
C 2.291 0.830 5.071
C -4.324 -1.679 -2.732
C 2.093 -4.885 1.557
C 0.642 -3.447 0.641
C 1.582 1.944 -0.194
C -2.574 2.352 -5.077
C -0.726 2.079 2.376
C -1.681 1.369 -3.017
C 2.186 -3.719 2.228
C 0.948 0.444 3.080
C 1.611 2.010 5.350
C 0.304 1.676 3.355
C -1.345 2.951 -5.381
C 0.720 -5.692 -0.402
C 0.807 2.900 0.745
C 0.614 2.424 4.483
C 1.975 0.066 3.964
C -0.444 2.046 -3.308
C -0.319 2.812 -4.482
H 1.860 2.599 6.222
H 2.799 -3.448 3.067
H 3.084 0.499 5.731
H 1.083 -1.859 1.935
H 1.055 -6.674 -0.075
H 1.153 -5.460 -1.375
H -5.148 -2.302 -3.055
H 0.645 3.819 0.176
H 1.438 3.126 1.610
H -1.222 3.538 -6.281
H -1.772 1.894 2.645
H -4.446 -0.661 -3.075
H 2.519 -0.849 3.760
H 2.609 -5.818 1.687
H -3.703 1.183 -3.698
H -0.363 -5.682 -0.497
H 2.461 2.506 -0.537
H 0.625 3.315 -4.664
H 1.935 1.085 0.380
H -3.415 2.488 -5.747
H 1.352 2.964 -2.558
H 0.081 3.349 4.670

---

Entry 3:
48
Properties=species:S:1:pos:R:3 method="wB97M-V/def2-TZVPD" molar_mass_g_mol=350.418 charge=0 homo_energy_ev=-8.3820 e_above_lowest_kcal_mol=21.8
O 3.333 -3.541 0.625
O -0.868 2.495 1.446
O -2.290 -1.652 1.218
N -0.629 0.409 0.656
N 3.879 -1.426 0.063
C -2.147 3.347 -0.919
C 3.042 -2.359 0.642
C -3.133 -2.716 1.590
C -1.836 -2.712 -0.933
C 1.842 -1.791 1.223
C 2.484 0.454 0.588
C 1.564 -0.469 1.204
C 0.254 0.027 1.752
C -2.220 1.897 -0.451
C 3.657 -0.079 0.013
C 4.582 0.766 -0.607
C 4.352 2.122 -0.656
C 2.281 1.839 0.528
C -0.181 -0.570 -1.523
C -1.173 1.650 0.625
C 3.200 2.658 -0.087
C -1.169 -2.655 -2.145
C -0.848 -0.607 -0.309
C -1.684 -1.693 -0.001
C -0.343 -1.588 -2.446
C -3.583 1.587 0.177
H -0.227 -0.763 2.337
H -3.988 -2.808 0.912
H -1.207 3.534 -1.433
H -4.376 1.732 -0.554
H -1.297 -3.457 -2.855
H -2.967 3.568 -1.599
H 1.398 2.275 0.967
H -3.759 2.249 1.021
H -3.491 -2.470 2.588
H -3.616 0.559 0.530
H -2.207 4.012 -0.062
H 4.725 -1.791 -0.358
H -2.472 -3.557 -0.723
H 1.163 -2.500 1.672
H -2.055 1.224 -1.296
H 0.467 0.269 -1.732
H 3.028 3.723 -0.125
H 0.180 -1.551 -3.389
H 5.475 0.341 -1.042
H 5.070 2.771 -1.135
H 0.379 0.911 2.381
H -2.590 -3.666 1.623

---

Entry 4:
48
Properties=species:S:1:pos:R:3 method="wB97M-V/def2-TZVPD" molar_mass_g_mol=350.418 charge=0 homo_energy_ev=-8.2736 e_above_lowest_kcal_mol=49.6
O -3.694 1.914 0.467
O 5.243 -0.130 0.718
O 3.541 1.086 2.593
N -2.704 -0.047 0.958
N -0.345 1.849 1.145
C -0.962 -2.653 -0.152
C -3.731 -0.776 0.238
C 3.912 0.004 0.536
C 3.137 0.836 1.470
C -0.773 2.370 -1.264
C -0.158 2.425 -2.496
C 1.824 1.272 0.998
C -1.655 2.083 1.684
C -3.192 -1.607 -0.928
C 1.194 2.107 -2.645
C -0.001 1.968 -0.180
C 4.659 -1.484 -0.944
C 5.685 -1.011 -0.178
C 1.363 1.610 -0.319
C 3.502 -0.828 -0.481
C -1.659 -0.852 1.549
C -0.630 -1.311 0.505
C 1.963 1.708 -1.574
C -2.445 -2.865 -0.481
C -2.773 1.298 0.972
C 0.752 1.465 1.839
H 3.010 1.482 -1.702
H -1.653 1.845 2.752
H -0.376 -2.726 -1.070
H 2.500 -0.957 -0.837
H -2.554 -0.987 -1.559
H -1.924 3.140 1.569
H 4.722 -2.205 -1.734
H 6.737 -1.222 -0.186
H -4.257 -1.431 0.942
H 1.644 2.183 -3.624
H -1.163 -0.288 2.337
H -1.812 2.636 -1.145
H -4.054 -1.908 -1.526
H 0.351 -1.389 0.978
H -0.638 -3.465 0.502
H -2.128 -1.724 2.015
H -0.555 -0.538 -0.262
H -4.435 -0.030 -0.136
H -2.961 -3.282 0.387
H -0.726 2.732 -3.361
H -2.507 -3.616 -1.271
H 0.725 1.322 2.903